[1]
A structure of composition C17H26NO6RbS at a distorted geometry, computed with the ωB97M-V functional and the def2-TZVPD basis.

The expectation value of S² is 0.76. As for the charge: -1. The HOMO energy (alpha / beta) is -2.15 / -2.15 eV. Its spin multiplicity is 2. The LUMO energy (alpha / beta) is 0.041 / 0.029 hartree. The value obtained for the HOMO-LUMO gap (alpha / beta) is 0.1200 / 0.1082 Eh. As for the total energy: -1591.6521 Eh.

Last column: Löwdin charge in e.
Element x y z (Å)
Rb: -0.773 -1.833 -0.413  0.934
C: -0.987 2.102 0.177  -0.021
C: 0.555 2.512 0.139  -0.435
C: 0.798 3.772 0.978  -0.157
C: 0.751 3.456 2.431  -0.228
C: 1.842 2.516 2.858  -0.154
C: 1.730 1.117 2.084  -0.418
N: 1.432 1.372 0.641  0.002
O: 1.360 0.152 -0.228  -0.103
C: 0.600 0.275 2.872  -0.014
C: 3.112 0.446 2.360  -0.025
C: 0.890 2.948 -1.299  -0.036
H: -1.265 1.733 1.164  0.061
H: -1.310 1.315 -0.505  0.051
H: -1.695 2.916 0.023  0.079
H: 0.063 4.564 0.838  0.125
H: 1.757 4.252 0.780  0.130
H: -0.167 3.171 2.945  0.118
H: 0.999 4.346 3.011  0.111
H: 1.779 2.314 3.927  0.113
H: 2.806 3.007 2.732  0.118
H: 0.445 -0.735 2.490  0.068
H: -0.434 0.584 2.718  0.055
H: 0.707 0.281 3.956  0.082
H: 3.383 0.616 3.402  0.081
H: 3.787 0.944 1.664  0.088
H: 3.087 -0.629 2.180  0.086
H: 1.954 2.758 -1.434  0.092
H: 0.611 3.957 -1.605  0.086
H: 0.399 2.321 -2.043  0.080
C: 2.368 -3.935 -3.701  -0.055
C: 2.820 -5.202 -3.851  -0.389
C: 2.271 -6.375 -2.946  -0.390
O: 2.760 -7.564 -2.902  -0.104
C: 1.601 -6.080 -1.800  -0.036
C: 1.042 -4.656 -1.581  -0.308
C: 1.515 -3.508 -2.615  -0.428
O: 1.229 -2.352 -2.420  -0.130
O: 0.295 -4.405 -0.588  -0.235
O: 3.495 -5.439 -4.909  -0.081
H: 2.304 -3.208 -4.497  0.094
H: 1.429 -6.729 -0.954  0.081
C: -4.568 1.478 -1.081  -0.237
S: -4.330 -0.336 -0.818  0.864
O: -3.372 -0.586 0.353  -0.653
C: -6.049 -0.767 -0.360  -0.249
H: -5.067 1.956 -0.237  0.060
H: -5.025 1.664 -2.053  0.058
H: -3.569 1.913 -1.115  0.023
H: -6.332 -0.843 0.690  0.062
H: -6.351 -1.674 -0.885  0.049
H: -6.679 0.097 -0.573  0.039

[2]
A structure of composition C17H26NaO4P, computed with the ωB97M-V functional and the def2-TZVPD basis.

As for the charge: 0. The HOMO energy is -7.75 eV. The LUMO energy is -0.015 hartree. The value obtained for the HOMO-LUMO gap is 0.2701 Eh. As for the total energy: -1468.0273 Eh.

Last column: Löwdin charge in e.
Element x y z (Å)
Na: -2.370 -0.053 -2.011  0.526
C: -0.681 1.836 1.039  -0.117
C: -0.281 0.405 1.413  -0.536
C: -0.022 0.304 2.916  -0.102
P: -1.455 -0.807 0.637  1.061
C: -0.460 -2.361 0.408  -0.546
C: 0.556 -2.710 1.496  -0.113
C: 0.256 -2.296 -0.945  -0.121
C: -2.815 -1.258 1.819  -0.557
C: -3.616 -0.007 2.190  -0.126
C: -2.485 -2.094 3.054  -0.108
H: 0.072 2.540 1.401  0.084
H: -1.637 2.113 1.490  0.068
H: -0.761 1.968 -0.041  0.059
H: 0.656 0.190 0.888  0.082
H: -0.909 0.569 3.492  0.066
H: 0.763 1.012 3.192  0.084
H: 0.302 -0.687 3.225  0.054
H: -1.217 -3.153 0.360  0.106
H: 1.354 -1.966 1.527  0.078
H: 1.020 -3.671 1.265  0.083
H: 0.117 -2.781 2.488  0.053
H: 0.968 -1.468 -0.975  0.063
H: -0.434 -2.171 -1.782  0.065
H: 0.819 -3.215 -1.118  0.084
H: -3.459 -1.873 1.178  0.096
H: -3.056 0.637 2.868  0.065
H: -4.541 -0.290 2.695  0.080
H: -3.881 0.585 1.311  0.066
H: -1.813 -1.574 3.735  0.064
H: -2.034 -3.049 2.788  0.065
H: -3.407 -2.309 3.600  0.081
O: -0.684 1.917 -5.500  0.020
C: -0.584 1.463 -4.366  -0.639
O: -1.485 0.846 -3.705  -0.160
C: 0.762 1.621 -3.652  -0.117
C: 1.798 2.289 -4.289  -0.015
C: 3.050 2.463 -3.691  0.019
C: 3.213 1.939 -2.432  -0.215
O: 4.330 1.964 -1.630  0.028
C: 3.971 1.288 -0.431  -0.137
O: 2.619 0.843 -0.549  -0.007
C: 2.191 1.273 -1.791  -0.206
C: 0.962 1.098 -2.368  0.041
H: 1.601 2.676 -5.279  0.116
H: 3.854 2.984 -4.191  0.118
H: 4.052 1.978 0.413  0.135
H: 4.625 0.424 -0.291  0.135
H: 0.177 0.566 -1.851  0.077

[3]
A structure of composition C17H27BBe2Br3ClCsF2N2O7S at a distorted geometry, computed with the ωB97M-V functional and the def2-TZVPD basis.

As for the charge: +1. The HOMO energy is -9.34 eV. The LUMO energy is -0.302 hartree. The value obtained for the HOMO-LUMO gap is 0.0410 Eh. As for the total energy: -10153.6943 Eh.

Last column: Löwdin charge in e.
Element x y z (Å)
C: -3.655 1.171 1.526  -0.110
C: -2.753 -0.058 1.796  -0.133
B: -1.233 0.183 1.479  -0.430
O: -0.394 -0.948 1.406  0.080
C: -0.540 1.581 1.248  -0.132
C: -0.006 2.227 2.595  0.008
C: 1.502 2.093 2.251  -0.385
O: 2.373 1.593 2.884  0.149
N: 1.579 2.657 0.915  0.088
C: 0.652 1.734 0.213  -0.268
C: 0.305 2.400 -1.127  -0.075
C: 0.119 1.402 -2.252  -0.320
O: 0.168 1.748 -3.393  0.052
H: -4.691 0.880 1.405  0.042
H: -3.572 1.837 2.381  0.081
H: -3.357 1.687 0.616  0.064
H: -3.154 -0.920 1.262  0.105
H: -2.851 -0.309 2.859  0.113
H: -0.414 -1.330 2.291  0.114
H: -1.266 2.317 0.901  0.109
H: -0.361 3.244 2.578  0.124
H: -0.244 1.651 3.483  0.122
H: 1.181 3.588 0.971  0.136
H: 1.303 0.863 0.125  0.128
H: -0.614 2.978 -1.041  0.136
H: 1.148 3.021 -1.456  0.086
H: -0.018 0.284 -2.043  -0.107
F: 4.576 2.293 3.332  -0.398
C: 5.222 -1.937 -0.384  -0.503
C: 4.247 -2.486 -1.225  -0.242
C: 2.909 -2.381 -0.884  -0.057
C: 2.542 -1.722 0.281  -0.039
C: 3.508 -1.179 1.120  -0.022
C: 4.846 -1.289 0.786  -0.039
H: 6.263 -2.025 -0.656  -0.365
H: 4.533 -2.987 -2.146  -0.014
H: 2.145 -2.803 -1.524  0.090
H: 1.495 -1.628 0.537  0.086
H: 3.216 -0.664 2.027  0.115
H: 5.601 -0.865 1.436  0.130
C: -8.805 0.893 3.028  -0.241
S: -7.679 -0.458 3.366  0.873
O: -6.318 -0.006 2.996  -0.472
C: -8.221 -1.530 2.021  -0.326
H: -8.594 1.695 3.733  0.060
H: -8.653 1.248 2.009  0.068
H: -9.830 0.549 3.163  0.065
H: -8.105 -1.026 1.055  0.074
H: -9.344 -1.794 2.209  -0.143
H: -7.622 -2.435 2.032  0.054
Be: -0.462 -1.287 -2.734  0.456
N: 6.177 0.068 -3.281  -0.462
O: 6.948 -0.830 -3.122  0.059
O: 6.452 1.295 -3.135  0.106
O: 4.919 -0.140 -3.512  0.008
Cs: 6.866 -3.233 -1.379  1.687
Cl: -10.219 -3.058 3.054  0.159
Be: 4.851 1.170 -2.475  0.859
F: 2.911 3.873 -1.951  -0.581
C: 4.499 -2.678 -6.810  -1.613
Br: 2.736 -2.007 -7.161  0.620
Br: 5.864 -1.407 -7.283  0.608
Br: 4.680 -3.246 -4.969  0.587
H: 4.644 -3.553 -7.426  -0.022

What did the third record say?
A structure of composition C17H27BBe2Br3ClCsF2N2O7S at a distorted geometry, computed with the ωB97M-V functional and the def2-TZVPD basis.

As for the charge: +1. The HOMO energy is -9.34 eV. The LUMO energy is -0.302 hartree. The value obtained for the HOMO-LUMO gap is 0.0410 Eh. As for the total energy: -10153.6943 Eh.

Last column: Löwdin charge in e.
Element x y z (Å)
C: -3.655 1.171 1.526  -0.110
C: -2.753 -0.058 1.796  -0.133
B: -1.233 0.183 1.479  -0.430
O: -0.394 -0.948 1.406  0.080
C: -0.540 1.581 1.248  -0.132
C: -0.006 2.227 2.595  0.008
C: 1.502 2.093 2.251  -0.385
O: 2.373 1.593 2.884  0.149
N: 1.579 2.657 0.915  0.088
C: 0.652 1.734 0.213  -0.268
C: 0.305 2.400 -1.127  -0.075
C: 0.119 1.402 -2.252  -0.320
O: 0.168 1.748 -3.393  0.052
H: -4.691 0.880 1.405  0.042
H: -3.572 1.837 2.381  0.081
H: -3.357 1.687 0.616  0.064
H: -3.154 -0.920 1.262  0.105
H: -2.851 -0.309 2.859  0.113
H: -0.414 -1.330 2.291  0.114
H: -1.266 2.317 0.901  0.109
H: -0.361 3.244 2.578  0.124
H: -0.244 1.651 3.483  0.122
H: 1.181 3.588 0.971  0.136
H: 1.303 0.863 0.125  0.128
H: -0.614 2.978 -1.041  0.136
H: 1.148 3.021 -1.456  0.086
H: -0.018 0.284 -2.043  -0.107
F: 4.576 2.293 3.332  -0.398
C: 5.222 -1.937 -0.384  -0.503
C: 4.247 -2.486 -1.225  -0.242
C: 2.909 -2.381 -0.884  -0.057
C: 2.542 -1.722 0.281  -0.039
C: 3.508 -1.179 1.120  -0.022
C: 4.846 -1.289 0.786  -0.039
H: 6.263 -2.025 -0.656  -0.365
H: 4.533 -2.987 -2.146  -0.014
H: 2.145 -2.803 -1.524  0.090
H: 1.495 -1.628 0.537  0.086
H: 3.216 -0.664 2.027  0.115
H: 5.601 -0.865 1.436  0.130
C: -8.805 0.893 3.028  -0.241
S: -7.679 -0.458 3.366  0.873
O: -6.318 -0.006 2.996  -0.472
C: -8.221 -1.530 2.021  -0.326
H: -8.594 1.695 3.733  0.060
H: -8.653 1.248 2.009  0.068
H: -9.830 0.549 3.163  0.065
H: -8.105 -1.026 1.055  0.074
H: -9.344 -1.794 2.209  -0.143
H: -7.622 -2.435 2.032  0.054
Be: -0.462 -1.287 -2.734  0.456
N: 6.177 0.068 -3.281  -0.462
O: 6.948 -0.830 -3.122  0.059
O: 6.452 1.295 -3.135  0.106
O: 4.919 -0.140 -3.512  0.008
Cs: 6.866 -3.233 -1.379  1.687
Cl: -10.219 -3.058 3.054  0.159
Be: 4.851 1.170 -2.475  0.859
F: 2.911 3.873 -1.951  -0.581
C: 4.499 -2.678 -6.810  -1.613
Br: 2.736 -2.007 -7.161  0.620
Br: 5.864 -1.407 -7.283  0.608
Br: 4.680 -3.246 -4.969  0.587
H: 4.644 -3.553 -7.426  -0.022